# 1
# C5H10O

C5H10O in the gas phase (ωB97M-V/def2-TZVPD, OMol25).

The geometry in XYZ format:
```
16
Properties=species:S:1:pos:R:3:forces:R:3:nbo_charge:R:1
C 1.06856 -1.14670 0.52616 0.0090 -0.0126 0.0589 -0.620
C -0.14806 -0.95163 -0.36090 0.0741 -0.1064 -0.0176 -0.236
C -1.44091 -0.58383 0.30857 -0.1544 -0.0542 0.1194 -0.411
C -0.75075 0.42165 -0.57044 0.0524 0.1004 -0.1416 -0.260
C -0.01310 1.63187 -0.04444 -0.3495 -0.0154 0.1862 -0.065
O 1.26119 1.75336 -0.65250 0.1349 -0.0599 -0.1310 -0.716
H 2.02236 -0.99204 0.00596 -0.1664 -0.0742 0.0128 0.202
H 1.04398 -0.45447 1.37462 0.0277 -0.1137 -0.1314 0.212
H 1.08117 -2.16276 0.93405 -0.0013 0.1170 -0.0607 0.219
H -0.21060 -1.62132 -1.21760 -0.0007 0.0848 0.2019 0.216
H -2.36786 -1.02685 -0.04408 0.1516 0.1043 0.0392 0.220
H -1.39391 -0.44475 1.38698 -0.0163 0.0555 -0.1787 0.211
H -1.21583 0.57934 -1.54158 0.1300 -0.0574 0.1080 0.219
H -0.55881 2.54965 -0.28743 0.0064 -0.1303 0.0845 0.185
H 0.07828 1.59152 1.05258 0.0397 -0.0524 -0.1789 0.156
H 1.54429 0.85695 -0.86997 0.0629 0.2145 0.0290 0.467
```
Positions in Å, forces in eV/Å.

Its frontier orbital gap is 11.14 eV. The SMILES is C[C@H]1C[C@H]1CO. As for the LUMO energy: 1.0714 eV. The value obtained for the relative energy (zero: lowest compared OMol25 entry of this formula, charge and spin) is 111.1 kJ/mol. The total energy is -7393.6134 eV. The spin multiplicity is 1. Its charge is 0.

---

# 2
# C5H10O

C5H10O in the gas phase (ωB97M-V/def2-TZVPD, OMol25).

The geometry in XYZ format:
```
16
Properties=species:S:1:pos:R:3:forces:R:3:nbo_charge:R:1
C 0.18356 1.92879 -0.51070 -0.0281 0.0764 0.0064 -0.627
C 0.67391 0.47774 -0.40885 -0.2925 -0.0091 -0.0646 -0.001
O 2.08288 0.41592 -0.27484 0.0994 0.0418 0.1521 -0.720
C -0.02643 -0.12120 0.79358 -0.1338 0.2032 -0.1395 -0.115
C -1.34394 -0.69774 0.45090 -0.1490 0.1201 -0.0159 -0.478
C -0.40343 -1.89478 0.34594 -0.0289 -0.2549 -0.0748 -0.535
H 0.33598 2.46128 0.43513 0.0013 -0.1222 -0.1120 0.214
H -0.88114 1.98297 -0.76529 0.1632 -0.0558 0.0404 0.209
H 0.75522 2.43987 -1.29048 -0.0717 -0.0895 0.1006 0.226
H 0.45937 -0.02441 -1.36696 -0.0272 0.0079 0.1570 0.158
H 2.26849 0.61244 0.65398 0.0202 -0.0456 -0.0712 0.470
H 0.58581 -1.46734 0.81891 0.1337 -0.1316 -0.0682 0.299
H -2.08840 -0.76383 1.24512 0.1751 -0.0023 -0.1293 0.216
H -1.79605 -0.42680 -0.50836 0.1125 -0.0361 0.1152 0.203
H -0.19171 -2.22501 -0.67066 -0.0253 0.1102 0.1915 0.232
H -0.61413 -2.69790 1.05257 0.0511 0.1877 -0.0876 0.247
```
Positions in Å, forces in eV/Å.

Its frontier orbital gap is 9.52 eV. As for the LUMO energy: 1.0861 eV. The value obtained for the relative energy (zero: lowest compared OMol25 entry of this formula, charge and spin) is 369.1 kJ/mol. The total energy is -7390.9395 eV. The spin multiplicity is 1. Its charge is 0.

---

# 3
# C5H10O

C5H10O in the gas phase (ωB97M-V/def2-TZVPD, OMol25).

The geometry in XYZ format:
```
16
Properties=species:S:1:pos:R:3:forces:R:3:nbo_charge:R:1
O -0.52830 -0.74070 1.61567 3.1312 -0.1794 -2.1171 -0.776
C -1.16367 0.17919 -0.57765 -0.2923 0.1812 -0.2733 -0.414
C -0.23447 -1.01542 -0.79414 -0.1550 0.1179 -0.1602 -0.439
C 0.64845 -0.75320 0.38397 -0.7525 0.3147 0.3142 0.077
C 1.08466 0.68103 0.32264 -0.1246 0.0839 -0.0553 -0.441
C -0.20555 1.34619 -0.21269 -0.1412 0.2509 -0.1237 -0.406
H -1.72497 -0.08356 0.31565 -0.3890 0.3235 -0.5675 0.247
H -1.85877 0.38058 -1.38481 0.1013 0.1763 -0.2837 0.206
H -0.71585 -1.99646 -0.72583 -0.0361 0.2366 -0.0411 0.223
H 0.32815 -0.96418 -1.73602 -0.0103 0.0360 0.1296 0.206
H 1.49137 -1.48128 0.53105 -1.0395 0.3284 0.5851 0.203
H 0.15652 -1.33901 1.84341 0.2046 -1.7900 2.8231 0.459
H 1.41051 1.03235 1.30730 -0.1890 0.0047 -0.1739 0.226
H 1.93985 0.81070 -0.35836 -0.2314 -0.1534 0.0659 0.210
H -0.64544 1.98305 0.55640 -0.0258 0.0186 -0.1767 0.217
H 0.01751 1.96072 -1.08661 -0.0504 0.0501 0.0546 0.203
```
Positions in Å, forces in eV/Å.

Its frontier orbital gap is 11.43 eV. The SMILES is OC1CCCC1. As for the LUMO energy: 0.9656 eV. The value obtained for the relative energy (zero: lowest compared OMol25 entry of this formula, charge and spin) is 192.6 kJ/mol. The total energy is -7392.7694 eV. The spin multiplicity is 1. Its charge is 0.

---

# 4
# C5H10O

A molecular structure, C5H10O (ωB97M-V/def2-TZVPD, OMol25).

The geometry in XYZ format:
```
16
Properties=species:S:1:pos:R:3:forces:R:3:nbo_charge:R:1
C -0.53154 2.03171 -0.03251 0.0269 0.0032 0.0447 -0.608
C -0.30229 0.68097 -0.71714 -0.0383 -0.0213 -0.0715 -0.396
C 0.59075 -0.28000 0.06115 -0.0043 0.1817 0.0560 -0.260
C 0.67768 -1.67923 -0.55431 0.1966 -0.1268 -0.2825 -0.055
O -0.34698 -2.16995 0.32657 0.0244 -0.2426 -0.0697 -0.536
C -0.13771 -1.04373 1.18520 -0.0155 0.3711 0.3068 -0.061
H 0.41378 2.56763 0.11713 -0.1211 -0.1206 -0.0074 0.202
H -1.00642 1.91225 0.94908 0.0987 -0.0252 -0.1365 0.203
H -1.18252 2.68248 -0.62973 0.1229 -0.1948 0.0822 0.213
H 0.14378 0.84088 -1.70745 -0.0764 0.0145 0.1014 0.201
H -1.26422 0.17670 -0.88138 0.1055 0.0996 -0.0418 0.205
H 1.55485 0.17737 0.30909 -0.1900 -0.0147 0.0752 0.200
H 1.62954 -2.18431 -0.34114 -0.0629 0.0648 -0.1207 0.168
H 0.42900 -1.78792 -1.61677 -0.0506 -0.0147 0.1700 0.178
H 0.52075 -1.28887 2.03099 -0.1439 -0.0417 -0.0853 0.168
H -1.08701 -0.64437 1.55667 0.1280 0.0674 -0.0209 0.178
```
Positions in Å, forces in eV/Å.

Its frontier orbital gap is 10.77 eV. As for the LUMO energy: 1.1407 eV. The value obtained for the relative energy (zero: lowest compared OMol25 entry of this formula, charge and spin) is 124.4 kJ/mol. The total energy is -7393.4755 eV. The spin multiplicity is 1. Its charge is 0.

---

# 5
# C5H10O

2 unconnected molecules or ions with the total composition C5H10O (ωB97M-V/def2-TZVPD, OMol25).

The geometry in XYZ format:
```
16
Properties=species:S:1:pos:R:3:forces:R:3:nbo_charge:R:1
C -1.41663 -1.74110 -0.41392 -0.6504 0.9750 -1.8867 -0.653
C -0.93319 -0.44309 0.22677 4.7054 0.3260 1.3704 -0.018
C 0.40456 -0.34289 0.62618 -1.2969 1.2971 -2.1100 -0.393
C -1.88196 1.61823 1.53789 -1.5935 -2.5039 -3.0413 -0.391
C -1.87285 0.61899 0.59600 0.7611 0.0841 0.7234 -0.201
H -2.43748 -1.83221 -0.10089 -0.5321 -0.8193 0.8878 0.222
H -1.64054 -1.80106 -1.54153 0.9874 0.7680 1.2052 0.220
H -0.76889 -2.58259 -0.19016 -0.2372 0.0228 0.2910 0.234
H 1.19005 -0.77701 0.01845 -0.1636 -1.3359 0.3827 0.192
H 0.88679 0.54975 1.06672 -1.1073 -0.2821 0.3004 0.191
H -1.03496 2.12772 1.86264 1.2242 0.1721 1.4742 0.206
H -2.90380 1.90128 1.71666 0.0833 1.2493 0.0839 0.206
H -2.62065 0.51978 -0.14644 -2.1738 0.0478 0.3178 0.186
H 5.25746 -0.05743 -1.92013 -0.3307 3.1820 1.4698 0.473
H 4.57281 1.36665 -1.89570 -1.9310 1.3168 -1.5153 0.464
O 5.19929 0.87499 -1.44255 2.2550 -4.4997 0.0466 -0.937
```
Positions in Å, forces in eV/Å.

Its frontier orbital gap is 8.65 eV. The SMILES is C=CC(=C)C.O. As for the LUMO energy: 0.3526 eV. The value obtained for the relative energy (zero: lowest compared OMol25 entry of this formula, charge and spin) is 333.4 kJ/mol. The total energy is -7391.3098 eV. The spin multiplicity is 1. Its charge is 0.

---

# 6
# C5H10O

C5H10O in the gas phase (ωB97M-V/def2-TZVPD, OMol25).

The geometry in XYZ format:
```
16
Properties=species:S:1:pos:R:3:forces:R:3:nbo_charge:R:1
O 2.52938 0.26040 0.14576 -0.0382 0.2588 0.0542 -0.709
C 1.41355 -0.55479 0.44145 -0.3155 -0.2403 0.0420 -0.055
C 0.18328 -0.19838 -0.39164 0.0043 -0.0175 -0.0814 -0.216
C -1.01157 -1.13753 -0.18763 0.0120 -0.0654 0.0469 -0.594
C -1.76056 1.14923 -0.66570 0.1750 0.1599 0.2181 -0.042
C -0.37906 1.21545 -0.07694 0.0037 0.1127 0.0269 -0.582
H 2.29836 1.17126 0.36630 0.1032 -0.1015 -0.0333 0.463
H 1.72959 -1.58079 0.21702 -0.1177 0.1352 -0.0071 0.185
H 1.16651 -0.51948 1.51708 0.0181 0.0334 -0.1931 0.154
H 0.47651 -0.22594 -1.44711 -0.0977 0.0543 0.1094 0.220
H -1.30620 -1.19539 0.86698 0.0386 -0.0302 -0.1823 0.208
H -0.87961 -2.14390 -0.58936 0.1468 0.0257 0.1069 0.225
H -1.84907 -0.69804 -0.77400 -0.0233 -0.2413 0.1015 0.232
H -2.48592 1.07626 0.17257 0.1122 0.0552 -0.1467 0.100
H -0.31809 1.39302 1.00930 -0.0418 -0.0301 -0.1157 0.179
H 0.19289 1.98863 -0.60406 0.0204 -0.1088 0.0538 0.232
```
Positions in Å, forces in eV/Å.

Its frontier orbital gap is 8.61 eV. As for the LUMO energy: -0.1460 eV. The value obtained for the relative energy (zero: lowest compared OMol25 entry of this formula, charge and spin) is 439.9 kJ/mol. The total energy is -7390.2061 eV. The spin multiplicity is 1. Its charge is 0.

---

Which formula does entry 1 have?
C5H10O

---

Among the records above, which one has the lowest frontier orbital gap?
number 6

---

Which value of spin multiplicity does entry 3 give?
1